(1)
Computed, not measured: a cluster of 16 separate species, C24H80N6O16 in total in a non-equilibrium geometry, with the ωB97M-V functional and the def2-TZVPD basis.

```
126
Properties=species:S:1:pos:R:3:lowdin_charge:R:1
C 2.11767 -3.12381 4.43356 -0.0630
C 2.77567 -2.04381 3.56356 -0.3830
O 2.96567 -0.96881 4.33956 -0.0757
H 2.00767 -4.14281 3.97156 0.0948
H 1.16767 -2.68081 4.67756 0.0565
H 2.64567 -3.24181 5.34856 0.0591
H 2.23567 -1.88881 2.58156 0.0995
H 3.76167 -2.38881 3.25356 0.1099
H 3.27467 -1.31481 5.18156 0.1088
C 2.13967 -3.64781 -4.05244 -0.0640
C 1.53967 -2.32381 -4.60144 -0.3049
O 0.73967 -1.67881 -3.64044 -0.1021
H 2.72567 -3.49081 -3.18844 0.0372
H 2.80367 -4.07081 -4.80744 0.0771
H 1.40167 -4.41381 -3.88544 0.0683
H 0.96467 -2.49581 -5.49744 0.1034
H 2.42867 -1.68781 -4.81844 0.0954
H 0.87867 -0.72381 -3.75944 0.0251
C -1.04933 -4.07981 3.31156 -0.0815
C -0.87133 -2.82581 2.48256 -0.3108
O -2.01733 -2.05581 2.72556 -0.0802
H -1.32433 -4.01481 4.38856 0.0973
H -0.18233 -4.66881 3.26856 0.0365
H -1.83133 -4.79081 3.01356 0.0680
H -0.84933 -3.11881 1.40056 0.1077
H 0.10167 -2.31581 2.65456 0.0973
H -2.06333 -1.40581 2.05256 0.0084
C -4.66633 0.65919 2.64456 -0.0172
C -3.63933 1.26919 3.68256 -0.3048
O -4.24033 2.28119 4.41356 -0.0687
H -4.13233 -0.19081 2.12256 0.0695
H -5.01933 1.34419 1.88756 0.0547
H -5.53433 0.38119 3.14256 0.0434
H -2.81533 1.69219 3.19856 0.0630
H -3.26033 0.57419 4.35856 0.0881
H -3.50833 2.69319 4.91756 0.0927
C -2.90633 0.12719 -3.72644 -0.0795
C -3.71933 -0.33881 -4.99544 -0.2861
O -4.15733 0.82819 -5.66144 -0.1063
H -1.88233 0.41019 -3.91944 0.0449
H -2.72133 -0.68281 -3.00244 0.0523
H -3.34033 0.93319 -3.11844 0.0535
H -4.62633 -0.90781 -4.75444 0.1085
H -3.04233 -0.98381 -5.65644 0.1205
H -3.36933 1.34319 -5.92544 0.0893
C -0.08233 0.36019 -0.94944 -0.0489
C -0.52133 -0.47481 0.24756 -0.2655
O -1.78933 -0.10081 0.82856 -0.1204
H 0.28667 1.41119 -0.63144 0.0795
H -0.89433 0.32719 -1.60844 0.0456
H 0.86567 -0.02181 -1.40744 0.0759
H 0.27067 -0.51381 1.04956 0.0989
H -0.62433 -1.49881 -0.15044 0.0957
H -2.51833 -0.34981 0.28256 0.0019
C 0.04267 1.64119 5.03056 -0.0569
C -0.21333 0.46319 4.12156 -0.3684
O -0.73433 -0.60981 4.82456 -0.0631
H -0.94633 1.93219 5.42056 0.0816
H 0.47367 2.47019 4.58956 0.0287
H 0.71767 1.26119 5.78056 0.0793
H 0.78167 0.23819 3.69356 0.1007
H -0.85733 0.68319 3.25956 0.0893
H -1.03733 -1.25081 4.14956 0.0472
C 0.77967 2.85719 1.58056 -0.0721
C -0.63633 3.41219 1.75256 -0.2972
O -1.50833 2.84519 0.81856 -0.0871
H 0.72167 1.67719 1.56256 0.0951
H 1.36967 3.11419 2.47756 0.0740
H 1.25767 3.13219 0.62056 0.0616
H -0.68033 4.47119 1.61756 0.1093
H -0.94433 3.16619 2.78756 0.0981
H -1.49333 1.89719 0.86556 0.0364
C 3.66367 0.76919 1.36956 -0.5312
O 2.62167 -0.17881 1.02656 -0.1564
N 4.26167 1.60719 0.55956 0.1551
N 4.24267 0.74119 2.52156 0.1820
H 3.89167 1.60419 -0.37244 0.0275
H 4.85067 2.44419 0.85556 0.1527
H 3.89467 0.07819 3.17056 0.0535
H 5.11067 1.22819 2.67856 0.1210
C 3.17667 3.36719 -1.92744 -0.5495
O 2.74167 2.04719 -1.75644 -0.1451
N 4.43567 3.64419 -1.95544 0.1633
N 2.33767 4.39619 -2.09844 0.1949
H 5.09667 2.87119 -2.05344 0.1289
H 4.88067 4.58919 -1.87144 0.1513
H 1.33967 4.17219 -2.03244 0.0564
H 2.63767 5.35319 -2.17244 0.1152
C -3.63033 -2.67881 -0.14444 -0.5394
O -3.62533 -1.38481 -0.70644 -0.1340
N -4.39433 -3.08681 0.83356 0.1726
N -2.79633 -3.64681 -0.48944 0.1743
H -5.15833 -2.42981 1.18356 0.1658
H -4.27233 -3.90681 1.34956 0.0925
H -2.22433 -3.45581 -1.36244 0.1561
H -2.72533 -4.54481 -0.09844 0.0987
C -4.06933 1.99419 -0.76044 -0.1329
O -5.42233 2.12619 -1.24644 -0.1301
H -3.58233 2.67119 -1.48344 0.0729
H -3.72433 0.96419 -0.80144 0.0486
H -4.07633 2.41819 0.25056 0.0682
H -5.52833 2.88819 -1.80444 0.0573
C 1.91267 -3.17781 -0.36044 -0.1646
O 0.78367 -3.73981 -0.99544 -0.1390
H 2.83267 -3.19181 -0.94944 0.0553
H 2.22567 -3.57381 0.64456 0.0910
H 1.76667 -2.04681 -0.28444 0.0686
H 0.67167 -3.31181 -1.86244 0.0472
C 3.94367 -0.60881 -2.33444 -0.1308
O 4.90867 -1.65981 -2.16744 -0.1061
H 4.36267 0.27219 -2.66344 0.0345
H 3.42867 -0.39481 -1.40144 0.0513
H 3.14967 -0.97181 -3.03244 0.0712
H 5.32767 -1.64581 -1.32044 0.0570
C 2.18667 1.31419 -4.78244 -0.1436
O 1.24167 1.00919 -3.78644 -0.1605
H 2.87967 2.00319 -4.26444 0.0700
H 1.72967 1.92519 -5.63444 0.1027
H 2.76967 0.49219 -5.18144 0.0666
H 1.53167 1.53819 -3.02644 0.0288
C -1.01433 3.43119 -2.67244 -0.1285
O -0.18733 3.75819 -1.59044 -0.1524
H -1.85433 4.15619 -2.75344 0.0969
H -1.47233 2.48319 -2.53144 0.0407
H -0.48533 3.39619 -3.59544 0.0741
H -0.58533 3.51319 -0.73544 0.0577
```

The net charge is 0. For the LUMO energy, the calculation gives -0.17 eV.

---

(2)
Computed, not measured: a cluster of 18 separate species, C24H85FO18P in total, with the ωB97M-V functional and the def2-TZVPD basis.

```
129
Properties=species:S:1:pos:R:3:lowdin_charge:R:1
O 5.54411 1.99250 1.10174 -0.1220
C 6.44076 2.07355 -0.02548 -0.2321
C 5.83680 2.81663 -1.20413 -0.1790
C 5.56296 4.31429 -0.96875 -0.2221
C 4.09163 4.69972 -1.20703 -0.3135
P 2.98615 3.83142 -0.07776 1.1054
C 1.38931 3.30563 -0.72616 -0.3014
C 1.17890 1.80522 -0.45286 -0.2091
C 2.27035 0.95104 -1.08298 -0.1827
F 2.77128 1.61054 -2.22750 -0.0802
H 5.73420 2.73359 1.69245 0.0939
H 7.38796 2.51970 0.28322 0.1151
H 6.64913 1.04450 -0.31882 0.1159
H 6.51766 2.68537 -2.04833 0.1287
H 4.91033 2.31237 -1.50164 0.0881
H 6.16675 4.91617 -1.64914 0.1189
H 5.85644 4.62486 0.04037 0.1126
H 3.91458 5.76717 -1.05134 0.0981
H 3.78353 4.45049 -2.22590 0.1062
H 2.77873 4.65835 1.02792 0.0326
H 3.66362 2.73012 0.44721 0.0245
H 0.62363 3.90027 -0.22480 0.0983
H 1.37096 3.53359 -1.79260 0.1003
H 0.20350 1.51281 -0.83818 0.1089
H 1.19611 1.62318 0.62397 0.0966
H 1.88551 -0.02166 -1.37780 0.1132
H 3.12445 0.80637 -0.41531 0.0906
C -1.48206 -1.14270 -1.15490 -0.1258
O -0.14003 -1.05512 -0.64689 -0.1474
H -1.62889 -0.29792 -1.82532 0.0807
H -1.64814 -2.06430 -1.71072 0.0688
H -2.19733 -1.06687 -0.33704 0.0651
H -0.01617 -1.80990 -0.06385 0.0731
C -3.83098 1.34681 1.74797 -0.1206
O -2.60465 0.65382 1.48754 -0.1462
H -4.62310 0.60240 1.72142 0.0713
H -3.80186 1.79872 2.73931 0.0655
H -4.04488 2.11003 0.99566 0.0824
H -1.89185 1.29464 1.55747 0.0713
C -5.11149 -2.21723 2.89009 -0.1417
O -4.13927 -1.33588 3.44203 -0.1380
H -5.70053 -2.59853 3.71949 0.0585
H -5.78664 -1.69582 2.20400 0.0766
H -4.64640 -3.05531 2.36358 0.0785
H -3.60341 -0.97938 2.72504 0.0268
C 2.86386 -0.96052 1.88071 -0.1061
O 2.50056 0.39564 2.18960 -0.1515
H 1.94970 -1.46797 1.58062 0.0729
H 3.58762 -1.00322 1.06703 0.0569
H 3.28017 -1.46993 2.75014 0.0945
H 3.31093 0.84001 2.46118 0.0751
C -3.84134 -1.78152 -4.12857 -0.1532
O -3.86342 -2.51016 -2.90380 -0.1336
H -2.81044 -1.78550 -4.47754 0.0792
H -4.46232 -2.23554 -4.90144 0.0505
H -4.16202 -0.74567 -3.99556 0.0822
H -4.76716 -2.52345 -2.57631 0.0772
C 6.80573 -1.20058 1.48020 -0.1476
O 5.79075 -1.83764 0.71239 -0.1260
H 6.46050 -0.18669 1.67788 0.0549
H 6.96741 -1.69917 2.43951 0.0891
H 7.75501 -1.14902 0.94208 0.0613
H 6.05493 -2.74843 0.55266 0.0829
C -5.60676 -1.73917 -7.90346 -0.1430
O -4.69725 -0.95921 -7.12606 -0.1363
H -6.38298 -2.10170 -7.23414 0.0711
H -6.06974 -1.13919 -8.69019 0.0811
H -5.10581 -2.59607 -8.35503 0.0587
H -4.01156 -0.64724 -7.72375 0.0679
C -6.32791 -6.06211 -6.07185 -0.1464
O -6.13604 -4.69601 -6.43044 -0.1362
H -6.83635 -6.53472 -6.90855 0.0769
H -5.37653 -6.57510 -5.90862 0.0779
H -6.95689 -6.17398 -5.18745 0.0690
H -5.68772 -4.25308 -5.70431 0.0571
C -6.16085 -1.52576 6.35525 -0.1618
O -7.23381 -2.04840 5.57971 -0.1316
H -5.40690 -2.30741 6.41805 0.0799
H -5.70746 -0.64999 5.88457 0.0717
H -6.47932 -1.26973 7.36901 0.0754
H -7.91288 -1.37172 5.51111 0.0765
C -10.23988 -6.75381 -4.75583 -0.1645
O -9.34809 -7.67606 -5.36533 -0.1317
H -9.98680 -6.72760 -3.69795 0.0769
H -10.13053 -5.74530 -5.16469 0.0750
H -11.28294 -7.06534 -4.85228 0.0756
H -9.55721 -7.72760 -6.30216 0.0748
C -1.88505 3.32870 4.96002 -0.1529
O -3.02194 2.48177 4.80008 -0.1293
H -2.17391 4.31995 4.62212 0.0666
H -1.57358 3.39920 6.00236 0.0778
H -1.04169 2.98432 4.35419 0.0630
H -2.77420 1.59938 5.09493 0.0778
C -2.71582 -4.13798 -8.70722 -0.1547
O -2.51075 -2.78518 -9.10289 -0.1302
H -3.21821 -4.63767 -9.53167 0.0834
H -1.76662 -4.64480 -8.51644 0.0773
H -3.35041 -4.20730 -7.81945 0.0656
H -2.06082 -2.33620 -8.38175 0.0691
C -2.77114 6.64282 6.37847 -0.1653
O -2.28821 5.72913 7.35274 -0.1284
H -2.02950 6.67226 5.58174 0.0654
H -3.72382 6.31972 5.95036 0.0807
H -2.88613 7.65208 6.78231 0.0772
H -2.92784 5.68074 8.06871 0.0786
C 10.11489 1.25658 1.21714 -0.1407
O 9.68187 1.49088 -0.12509 -0.1430
H 9.26491 0.83020 1.74799 0.0711
H 10.93632 0.54078 1.25752 0.0648
H 10.41165 2.18449 1.71219 0.0797
H 10.42864 1.83380 -0.62482 0.0812
C -0.49324 -1.06705 3.78487 -0.1461
O 0.43948 -0.19494 4.41438 -0.1290
H -1.12717 -1.47140 4.57067 0.0827
H -1.12283 -0.53108 3.07142 0.0533
H 0.00275 -1.90541 3.28298 0.0728
H 1.01280 0.19085 3.74257 0.0292
C 1.73156 4.61765 4.28650 -0.1705
O 0.55145 5.25535 4.73223 -0.1201
H 1.46756 4.08471 3.37168 0.0562
H 2.52925 5.33256 4.05844 0.0726
H 2.10599 3.88631 5.00805 0.0849
H 0.73811 5.70680 5.56143 0.0892
C 10.43661 -2.18674 -0.07030 -0.1570
O 11.35062 -1.85662 0.96560 -0.1260
H 10.13419 -1.24420 -0.52468 0.0666
H 10.89311 -2.81447 -0.83912 0.0812
H 9.54550 -2.68946 0.31617 0.0678
H 11.65678 -2.66664 1.38323 0.0803
```

The net charge is +1. For the LUMO energy, the calculation gives -2.37 eV.

---

(3)
Computed, not measured: a structure of composition C25H11Cl5N5PtS2 in a non-equilibrium geometry, with the ωB97M-V functional and the def2-TZVPD basis.

```
49
Properties=species:S:1:pos:R:3:lowdin_spin:R:1
Pt -0.36846 -1.24459 -0.75396 0.4325
C -3.29696 3.55258 -2.17459 0.0675
C -3.02212 3.67070 -0.81485 0.0014
C -2.49287 2.61316 -0.10829 0.0508
C -2.20752 1.39035 -0.75450 0.0212
C -2.55452 1.26405 -2.10491 0.0704
C -3.07603 2.33840 -2.80505 -0.0057
N -1.57452 0.36781 -0.05099 0.3091
N -1.39674 0.58480 1.22858 0.2279
C -0.65843 -0.27269 1.90976 0.0361
C -0.47152 -0.10365 3.29734 0.0708
C 0.27547 -1.01470 3.99441 0.0257
C 0.83475 -2.10261 3.31116 0.0815
C 0.65886 -2.20127 1.95222 0.0292
N -0.04757 -1.31353 1.23914 0.1058
H -3.69258 4.39217 -2.72847 0.0036
H -3.21581 4.60262 -0.29971 -0.0012
H -2.27847 2.69074 0.94597 0.0038
H -2.44234 0.32161 -2.61363 0.0029
H -3.32005 2.22202 -3.85207 -0.0019
H -0.93812 0.74940 3.76841 0.0019
H 0.43208 -0.89618 5.05775 -0.0005
H 1.40458 -2.85856 3.82977 0.0040
H 1.08815 -3.01312 1.39924 0.0004
S 2.43689 -0.56333 -0.84161 0.8752
C 2.12217 0.75966 0.24417 0.1228
C 2.46560 0.81362 1.58202 0.0266
C 2.03985 1.90741 2.33420 0.0932
C 2.28094 1.92239 3.74129 0.0084
N 2.45595 1.89745 4.87631 0.0465
C 1.33066 2.96962 1.73208 0.0184
C 1.03682 2.93994 0.37548 0.0906
C 1.41011 1.81950 -0.35525 0.0994
S 1.04426 1.51232 -2.00562 0.9957
C 0.87029 4.06222 2.52876 -0.0004
N 0.46462 4.93344 3.15746 -0.0022
H 3.02071 0.00841 2.04448 0.0028
H 0.50614 3.75806 -0.09201 0.0049
Cl 1.76263 -4.69324 0.10345 0.0027
C 1.15752 -4.16898 -1.41728 0.0069
C 0.40291 -3.01330 -1.60510 0.0433
C 0.00104 -2.79374 -2.91517 0.0073
Cl -0.92985 -1.33498 -3.04355 0.0150
C 0.29173 -3.55773 -4.02309 0.0016
Cl -0.25637 -3.10659 -5.57880 0.0004
C 1.06003 -4.69921 -3.80764 0.0010
Cl 1.46695 -5.71221 -5.11989 0.0005
C 1.48467 -4.99784 -2.51371 0.0012
Cl 2.43451 -6.40241 -2.27371 0.0007
```

The net charge is +1. Its multiplicity is 5. For the LUMO energy (alpha / beta), the calculation gives -3.94 / -7.16 eV. As for the expectation value of S²: 6.0571.

---

Look up the net charge of the second one. +1

---

Please write out number 3 again, unchanged.
Computed, not measured: a structure of composition C25H11Cl5N5PtS2 in a non-equilibrium geometry, with the ωB97M-V functional and the def2-TZVPD basis.

```
49
Properties=species:S:1:pos:R:3:lowdin_spin:R:1
Pt -0.36846 -1.24459 -0.75396 0.4325
C -3.29696 3.55258 -2.17459 0.0675
C -3.02212 3.67070 -0.81485 0.0014
C -2.49287 2.61316 -0.10829 0.0508
C -2.20752 1.39035 -0.75450 0.0212
C -2.55452 1.26405 -2.10491 0.0704
C -3.07603 2.33840 -2.80505 -0.0057
N -1.57452 0.36781 -0.05099 0.3091
N -1.39674 0.58480 1.22858 0.2279
C -0.65843 -0.27269 1.90976 0.0361
C -0.47152 -0.10365 3.29734 0.0708
C 0.27547 -1.01470 3.99441 0.0257
C 0.83475 -2.10261 3.31116 0.0815
C 0.65886 -2.20127 1.95222 0.0292
N -0.04757 -1.31353 1.23914 0.1058
H -3.69258 4.39217 -2.72847 0.0036
H -3.21581 4.60262 -0.29971 -0.0012
H -2.27847 2.69074 0.94597 0.0038
H -2.44234 0.32161 -2.61363 0.0029
H -3.32005 2.22202 -3.85207 -0.0019
H -0.93812 0.74940 3.76841 0.0019
H 0.43208 -0.89618 5.05775 -0.0005
H 1.40458 -2.85856 3.82977 0.0040
H 1.08815 -3.01312 1.39924 0.0004
S 2.43689 -0.56333 -0.84161 0.8752
C 2.12217 0.75966 0.24417 0.1228
C 2.46560 0.81362 1.58202 0.0266
C 2.03985 1.90741 2.33420 0.0932
C 2.28094 1.92239 3.74129 0.0084
N 2.45595 1.89745 4.87631 0.0465
C 1.33066 2.96962 1.73208 0.0184
C 1.03682 2.93994 0.37548 0.0906
C 1.41011 1.81950 -0.35525 0.0994
S 1.04426 1.51232 -2.00562 0.9957
C 0.87029 4.06222 2.52876 -0.0004
N 0.46462 4.93344 3.15746 -0.0022
H 3.02071 0.00841 2.04448 0.0028
H 0.50614 3.75806 -0.09201 0.0049
Cl 1.76263 -4.69324 0.10345 0.0027
C 1.15752 -4.16898 -1.41728 0.0069
C 0.40291 -3.01330 -1.60510 0.0433
C 0.00104 -2.79374 -2.91517 0.0073
Cl -0.92985 -1.33498 -3.04355 0.0150
C 0.29173 -3.55773 -4.02309 0.0016
Cl -0.25637 -3.10659 -5.57880 0.0004
C 1.06003 -4.69921 -3.80764 0.0010
Cl 1.46695 -5.71221 -5.11989 0.0005
C 1.48467 -4.99784 -2.51371 0.0012
Cl 2.43451 -6.40241 -2.27371 0.0007
```

The net charge is +1. Its multiplicity is 5. For the LUMO energy (alpha / beta), the calculation gives -3.94 / -7.16 eV. As for the expectation value of S²: 6.0571.

---

Look up the net charge of the second one. +1